No. 1
# C18H53O12

A cluster of 10 separate species, C18H53O12 in total at a distorted geometry (ωB97M-V/def2-TZVPD, the OMol25 dataset).

```
83
Properties=species:S:1:pos:R:3:forces:R:3:mulliken_charge:R:1
C -23.97109 -64.00749 6.52293 -1.5 5.1 0.1 -0.1228
O -23.53906 -63.53398 7.63321 0.0 -1.3 -0.9 0.5820
O -23.70869 -65.24968 6.16070 -3.1 0.9 -3.6 0.0375
O -24.65595 -63.28031 5.71287 1.3 -2.3 1.4 -0.5945
H -23.10014 -65.56466 6.71966 3.7 -2.2 3.5 -0.0224
C -24.62535 -60.89700 3.42565 -4.5 4.5 -2.1 -0.4724
O -24.14662 -60.81028 4.67020 1.3 1.7 1.5 -0.5286
H -24.32829 -60.07895 2.67874 0.5 -0.8 1.4 0.2595
H -25.81969 -60.71385 3.34294 2.2 -0.7 0.5 0.1573
H -24.43918 -61.77926 2.99873 0.7 -3.7 -1.9 0.0929
H -24.51632 -61.52024 5.18484 -0.1 -0.9 0.5 0.3745
C -20.66315 -64.88645 9.28444 -2.2 2.2 0.2 -0.4687
O -19.59872 -64.25438 8.72520 1.2 3.2 -3.2 -0.7035
H -20.35610 -65.82712 9.63602 -0.2 -1.9 -0.3 0.5149
H -21.60253 -64.70032 8.64122 1.1 -1.4 1.0 -0.2507
H -20.83495 -64.32854 10.18625 -1.0 0.1 1.0 0.3175
H -20.00898 -63.41266 8.22439 1.4 -2.4 1.2 0.4957
C -24.12584 -65.38786 2.70749 -1.9 2.1 0.7 -0.4402
O -25.24989 -65.27099 3.64058 -0.8 -0.4 -3.4 -0.4742
H -24.60667 -65.85170 1.86163 0.9 -1.3 -0.3 0.2521
H -23.37246 -65.84385 3.40175 0.2 0.1 -2.0 0.1437
H -23.92783 -64.34046 2.26488 0.6 -1.4 1.1 0.0874
H -24.73694 -65.21442 4.38488 0.8 0.7 3.7 0.2946
C -27.96013 -63.59465 5.29909 5.8 1.0 2.5 -1.5521
O -27.15507 -62.47287 5.29112 -1.2 0.9 -0.4 -0.5375
H -28.48611 -63.85815 4.58269 -6.1 -0.1 -7.5 0.8137
H -28.43579 -63.85259 6.12153 -2.4 -0.4 4.5 0.5146
H -27.39147 -64.44648 5.08002 2.2 -1.7 0.5 0.2943
H -26.34647 -62.86822 5.59113 1.4 0.4 0.2 0.5454
C -24.66041 -65.36976 10.28865 -1.3 0.3 -2.9 -0.4809
O -23.72283 -64.34539 10.29070 1.2 1.4 0.2 -0.5940
H -24.59595 -65.96273 9.32789 -0.1 0.2 1.0 -0.0163
H -25.69874 -65.04274 10.37431 -0.3 0.8 -0.7 0.2249
H -24.72026 -66.00005 11.13875 1.6 -0.8 1.0 0.4352
H -23.55226 -63.79336 9.44298 -1.3 -2.2 1.4 0.1339
C -21.04457 -60.66872 8.86064 -1.3 -0.6 4.2 -1.0050
C -20.90990 -61.08235 7.46218 -1.2 2.1 1.2 0.9858
C -19.65544 -60.63517 6.93903 4.5 -4.7 -1.7 -1.7758
O -21.11360 -62.39684 7.28120 3.7 -1.6 -2.0 -0.5251
H -21.23251 -59.57149 9.09229 -0.2 -1.3 -0.8 0.3698
H -20.10134 -60.84689 9.45813 -1.0 -0.5 -0.3 0.3411
H -21.98440 -61.34319 9.22505 2.2 1.9 0.0 -0.0254
H -21.68978 -60.48776 7.04608 -0.9 0.3 -1.5 0.2520
H -18.62206 -61.28400 7.25069 -3.0 1.1 -0.2 0.2128
H -19.38982 -59.73569 7.28570 0.6 3.8 0.7 0.5203
H -19.63043 -60.78780 5.87728 0.1 0.6 -0.8 0.4033
H -21.86735 -62.76370 7.63505 -3.6 -0.9 1.2 0.1144
C -21.64041 -68.46491 5.40474 0.5 0.8 3.9 -0.7558
C -20.13083 -68.07664 5.63920 -2.3 1.7 -0.3 0.0889
C -19.78221 -66.62630 6.01864 -1.2 0.3 -0.5 -0.6456
O -19.56490 -68.87700 6.61621 1.2 -3.7 -1.4 -0.5789
H -22.10116 -67.86835 4.65182 -0.5 0.4 -0.5 0.1218
H -22.18938 -68.43800 6.43840 0.7 0.5 -1.9 0.0086
H -21.69655 -69.50941 5.19972 0.1 -0.8 -0.7 0.4759
H -19.75888 -68.32635 4.71725 1.7 -0.4 -2.5 0.4412
H -20.10089 -65.76087 5.24460 0.7 -2.1 2.0 0.2458
H -18.72354 -66.60119 6.34537 -0.5 0.3 -0.7 0.2916
H -20.34281 -66.63002 6.96286 0.0 1.3 0.0 -0.0555
H -19.35265 -69.70408 6.02299 -0.4 1.9 2.5 0.3645
C -27.61097 -68.85913 6.13041 0.7 0.2 5.3 -1.5031
C -26.27859 -69.44109 6.66425 -0.8 -1.2 -1.6 0.4190
C -25.08231 -68.37017 6.58266 -1.5 -1.5 3.2 -0.8155
O -26.41211 -69.76789 8.00707 0.5 0.6 1.7 -0.5379
H -27.68516 -67.85188 6.53496 -0.5 0.1 0.4 0.3216
H -28.51475 -69.43006 6.32602 0.1 -0.3 0.5 0.3559
H -27.58868 -68.71392 5.17620 0.4 0.7 -6.1 0.5162
H -26.24192 -70.49779 6.07567 1.1 2.4 0.8 0.1840
H -24.24923 -68.76602 7.23828 -0.7 0.2 -1.2 0.1868
H -25.38641 -67.41890 7.17380 0.1 -1.4 -1.6 0.0951
H -24.84824 -68.29779 5.56160 0.7 0.9 -1.1 0.4222
H -26.81414 -70.61165 8.16104 -0.4 -0.5 -0.2 0.3225
C -24.67966 -59.85076 8.86001 -1.9 1.7 -2.8 -1.0275
C -25.06963 -61.11407 9.47015 0.1 -2.8 2.2 1.9326
C -25.69612 -60.94699 10.96883 -6.7 -1.3 -9.4 -1.9150
O -25.89359 -61.94335 8.66248 -0.8 0.1 -2.0 -0.6427
H -24.47147 -60.04148 7.74221 0.1 0.4 1.6 0.0907
H -23.89908 -59.25716 9.31922 0.2 -0.2 0.2 0.2569
H -25.63701 -59.24449 8.86378 1.0 -0.1 -0.2 0.3915
H -24.27909 -61.84171 9.36277 1.8 0.6 1.9 -0.7390
H -26.60554 -60.24131 10.82997 1.5 -0.9 0.3 0.3235
H -25.05835 -60.58462 11.51399 6.8 4.0 6.1 0.6421
H -26.07255 -61.84254 11.31562 -0.6 -2.0 0.7 0.4198
H -25.27307 -62.28198 7.92968 -1.5 0.5 1.4 0.1168
```
Forces are in eV/Å.

Computed properties:
lowest unoccupied orbital energy = 2.4 eV
total charge = -1
HOMO energy = -6.53 eV
orbital gap = 8.9 eV
spin multiplicity = 1
relative energy (zero: lowest compared OMol25 entry of this formula, charge and spin) = 25.58 kcal per mole
largest force on an atom = 11.64 eV/Å


No. 2
# C2H7PS

A cluster of 2 separate species, C2H7PS in total at a distorted geometry (ωB97M-V/def2-TZVPD, the OMol25 dataset).

```
11
Properties=species:S:1:pos:R:3:forces:R:3:nbo_charge:R:1
C -1.20797 -0.91176 0.42755 3.0 2.0 -3.1 -0.5503
C -0.58608 0.67477 -0.71773 -2.0 -3.1 1.7 -0.7674
P 1.00041 1.23604 -0.01019 -1.3 0.3 3.1 0.4756
S 1.98235 -0.56430 0.60701 0.4 0.0 -0.4 -0.3349
H -2.04355 -0.66821 1.01147 -1.2 0.4 0.4 0.1972
H -1.32712 -1.64106 -0.40291 -0.2 0.4 1.0 0.2059
H -0.29591 -1.07749 1.02706 -0.9 -0.2 -0.3 0.2137
H -1.44946 1.44542 -0.64513 1.7 -1.4 -0.5 0.2536
H -0.39448 0.09710 -1.67104 -0.8 1.2 0.9 0.2219
H 1.54779 1.43357 -1.17679 1.6 0.3 -2.6 -0.0706
H 2.77402 -0.02409 1.55070 -0.3 0.2 -0.1 0.1552
```
Forces are in eV/Å.

Computed properties:
lowest unoccupied orbital energy = 0.7 eV
total charge = 0
HOMO energy = -8.80 eV
orbital gap = 9.5 eV
spin multiplicity = 1
relative energy (zero: lowest compared OMol25 entry of this formula, charge and spin) = 55.63 kcal per mole
largest force on an atom = 4.75 eV/Å